No. 1
Formula: C38H36ClINO6P3PdTe
Source: the Open Molecules 2025 dataset
Level of theory: wB97M-V/def2-TZVPD

Gap between HOMO and LUMO (spin up / spin down)   7.28 / 6.30 eV
ΔE to the lowest compared entry with this formula, charge and spin   22.1 kJ/mol
Spin multiplicity   3

Atoms and positions in Å:
Pd: 1.371 -1.087 1.057
Cl: 5.253 2.213 6.019
C: 4.719 1.418 4.560
C: 5.600 1.123 3.571
C: 5.144 0.483 2.367
I: 6.600 -0.003 0.957
C: 3.832 0.190 2.098
O: 3.350 -0.250 1.003
C: 2.966 0.501 3.189
N: 1.663 0.117 3.015
C: 0.763 0.387 3.939
C: 1.034 1.056 5.137
C: 2.359 1.393 5.366
C: 3.328 1.156 4.393
H: 6.649 1.355 3.708
H: -0.231 0.017 3.678
H: 0.235 1.275 5.775
H: 2.680 1.958 6.233
O: -2.869 -0.727 -2.304
P: -3.360 0.125 -1.137
C: -2.427 1.674 -0.916
P: -0.642 1.293 -0.664
O: -0.385 0.078 0.158
C: -0.045 2.758 0.263
C: 0.732 3.777 -0.261
C: 1.068 4.857 0.510
C: 0.793 4.867 1.868
C: 0.073 3.826 2.405
C: -0.362 2.810 1.589
C: 0.019 1.148 -2.339
C: -0.206 2.161 -3.273
C: 0.336 1.995 -4.536
C: 1.097 0.891 -4.843
C: 1.233 -0.145 -3.934
C: 0.621 -0.070 -2.670
C: -3.154 -0.619 0.478
C: -3.422 0.091 1.648
C: -3.007 -0.478 2.847
C: -2.302 -1.664 2.886
C: -2.019 -2.390 1.683
C: -2.448 -1.859 0.486
C: -5.179 0.558 -1.214
C: -6.108 0.080 -0.280
C: -7.449 0.468 -0.317
C: -7.888 1.259 -1.391
C: -6.991 1.761 -2.306
C: -5.656 1.399 -2.207
H: -2.760 2.178 0.008
H: -2.609 2.234 -1.798
H: 0.946 3.726 -1.312
H: 1.637 5.683 0.081
H: 1.167 5.641 2.506
H: -0.023 3.729 3.513
H: -0.938 1.915 2.033
H: -0.717 3.055 -3.026
H: 0.144 2.748 -5.302
H: 1.591 0.893 -5.793
H: 1.677 -1.115 -4.268
H: 0.721 -0.876 -1.938
H: -3.880 1.083 1.603
H: -3.099 0.173 3.711
H: -1.824 -2.044 3.796
H: -1.437 -3.290 1.663
H: -2.173 -2.337 -0.451
H: -5.684 -0.530 0.518
H: -8.193 0.118 0.385
H: -8.930 1.546 -1.366
H: -7.321 2.417 -3.129
H: -4.911 1.798 -2.881
C: 0.637 -4.257 -3.015
C: 0.973 -5.281 -1.934
O: 1.197 -4.718 -0.641
P: 2.177 -3.487 -0.496
O: 1.671 -2.181 -0.932
Te: 2.370 -3.401 1.923
O: 3.307 -3.974 -1.426
C: 4.514 -3.363 -1.562
C: 4.707 -2.792 -2.923
H: 0.525 -4.747 -3.948
H: 1.387 -3.437 -3.035
H: -0.330 -3.808 -2.739
H: 1.878 -5.891 -2.163
H: 0.119 -5.931 -1.810
H: 5.301 -4.152 -1.409
H: 4.584 -2.600 -0.789
H: 4.233 -3.431 -3.723
H: 5.766 -2.722 -3.142
H: 4.231 -1.797 -3.088

Forces on the atoms, in the same order (eV/Å):
Pd 0.48 0.67 0.55
Cl 0.13 -0.03 -0.05
C -0.33 0.50 0.06
C -0.48 -0.60 -0.60
C 1.60 0.49 0.51
I -0.10 0.00 -0.10
C -0.07 0.48 0.35
O 0.06 -0.50 -0.82
C -1.97 -0.01 0.78
N 0.16 0.08 -0.06
C -0.33 -0.49 -0.66
C 1.80 -0.28 -1.09
C -1.02 0.69 0.13
C 1.04 -0.90 -0.55
H -0.07 -0.09 -0.13
H 0.08 0.25 0.32
H -0.81 0.29 1.07
H -0.21 -0.24 0.15
O -0.73 1.55 1.81
P -0.59 -1.54 -1.47
C 0.05 -0.92 1.24
P 0.13 0.66 -0.47
O -0.09 -0.17 0.15
C 0.17 -0.33 -1.09
C -0.83 -0.30 -0.94
C 0.95 0.92 0.12
C -0.06 -0.10 -0.24
C 0.24 -0.28 1.68
C -1.58 -2.46 1.63
C -0.49 -0.02 0.75
C 1.02 -1.19 -0.27
C -0.47 0.99 -0.17
C 0.11 -0.10 0.24
C -0.43 -1.46 0.02
C 0.73 0.76 -0.50
C 0.55 -0.90 -0.17
C 0.31 -0.89 -0.71
C 0.30 0.99 0.35
C 0.97 -1.28 -0.94
C -0.78 1.35 0.87
C -0.63 0.84 0.25
C 0.03 0.07 0.29
C 0.52 -0.01 0.62
C 0.44 -0.14 -1.20
C -0.13 -0.07 1.36
C -0.01 0.23 -0.84
C 0.76 0.26 -0.26
H -0.11 -0.01 -0.58
H 0.11 0.96 -0.69
H 0.42 0.22 -0.27
H -0.13 -0.25 0.04
H 0.10 0.40 0.14
H -0.23 0.23 -1.07
H 0.90 1.52 -0.59
H -0.55 0.71 0.25
H 0.21 -0.11 0.23
H 0.10 -0.40 -0.43
H -0.10 1.05 0.48
H -0.18 0.44 -0.48
H 0.02 -0.38 0.17
H -0.12 -0.47 0.30
H -0.52 0.27 -0.12
H 0.22 -0.31 0.33
H -0.21 0.19 0.04
H -0.59 -0.03 -0.07
H 0.23 -0.09 0.22
H -0.05 0.06 -0.41
H 0.20 -0.38 0.57
H -0.18 0.15 -0.40
C 0.06 0.94 1.70
C 0.65 -0.59 -0.72
O -0.53 0.23 -0.13
P -0.76 -1.45 2.49
O -0.64 1.72 -0.34
Te 0.34 -0.08 -0.33
O -1.00 -1.99 -0.51
C 2.75 0.24 0.32
C -0.94 0.54 -1.92
H 0.06 -0.39 -1.02
H -0.47 -0.65 -0.37
H 0.27 0.05 -0.24
H -0.71 0.39 -0.12
H -0.10 -0.36 0.07
H -0.62 0.77 0.15
H 0.57 0.21 0.10
H 0.59 0.25 0.89
H 0.14 0.17 -0.10
H 0.38 -0.53 0.45

No. 2
Formula: C39H80BF5N8O18S
Source: the Open Molecules 2025 dataset
Level of theory: wB97M-V/def2-TZVPD

Gap between HOMO and LUMO   8.51 eV
SMILES   CCOCCOCCOC[C@@]1(C[C@@H]2CO2)OS(=O)(=O)O[C@@]1(B(O)OC)C(F)(F)C(F)(F)F.CN(C)C=O.CN(C)C=O.CN(C)C=O.CN(C)C=O.CN(C)C=O.CN(C)C=O.CN(C)C=O.CN(C)C=O
Spin multiplicity   1

Atoms and positions in Å:
C: -0.899 -2.352 3.970
C: -0.023 -3.579 3.431
O: 1.345 -3.563 3.882
C: 2.180 -2.747 3.036
C: 2.768 -3.571 1.780
O: 4.187 -3.369 1.593
C: 4.534 -3.432 0.174
C: 4.348 -4.929 -0.372
O: 3.705 -5.038 -1.658
C: 2.347 -4.589 -1.616
C: 1.503 -5.017 -2.931
C: 2.497 -4.965 -4.171
C: 3.142 -3.388 -4.275
C: 3.249 -2.803 -5.852
O: 4.478 -3.284 -4.909
O: 1.431 -6.475 -2.698
S: -0.142 -7.022 -2.695
O: -0.658 -7.468 -1.355
O: -0.355 -8.140 -3.676
O: -0.803 -5.586 -3.226
C: 0.029 -4.370 -3.083
B: -0.337 -3.639 -4.529
O: -1.170 -4.339 -5.482
O: 0.162 -2.366 -4.924
C: -0.860 -1.324 -4.802
C: -0.659 -3.701 -1.809
F: -2.060 -3.726 -2.080
F: -0.527 -4.469 -0.625
C: -0.304 -2.174 -1.517
F: -0.052 -2.065 -0.125
F: 0.823 -1.675 -2.148
F: -1.435 -1.373 -1.736
H: -1.140 -2.501 5.078
H: -1.913 -2.379 3.429
H: -0.444 -1.339 3.744
H: -0.494 -4.523 3.885
H: -0.134 -3.651 2.299
H: 1.597 -1.825 2.683
H: 3.042 -2.357 3.678
H: 2.173 -3.260 0.850
H: 2.609 -4.685 2.012
H: 3.993 -2.628 -0.418
H: 5.646 -3.156 0.129
H: 5.404 -5.354 -0.512
H: 3.843 -5.634 0.374
H: 1.846 -5.137 -0.740
H: 2.315 -3.474 -1.408
H: 3.398 -5.653 -4.081
H: 2.032 -5.177 -5.181
H: 2.839 -2.618 -3.425
H: 4.052 -2.162 -6.319
H: 2.691 -1.854 -5.443
H: -2.114 -4.211 -5.265
H: -1.059 -0.855 -5.819
H: -1.828 -1.723 -4.329
H: -0.524 -0.482 -4.106
C: -0.287 3.046 -0.972
N: -1.286 2.723 -1.969
C: -2.499 3.520 -2.034
C: -1.123 1.698 -2.845
O: -1.922 1.373 -3.706
H: -0.734 2.961 0.022
H: 0.057 4.071 -1.130
H: 0.566 2.368 -1.039
H: -3.363 2.868 -1.878
H: -2.581 3.979 -3.026
H: -2.485 4.300 -1.272
H: -0.169 1.160 -2.707
C: 10.521 -3.689 0.408
N: 9.252 -4.269 0.018
C: 8.707 -5.361 0.802
C: 8.554 -3.823 -1.063
O: 7.487 -4.268 -1.441
H: 11.291 -4.464 0.385
H: 10.434 -3.291 1.423
H: 10.806 -2.882 -0.268
H: 8.581 -6.236 0.160
H: 7.729 -5.069 1.192
H: 9.373 -5.606 1.629
H: 9.054 -2.993 -1.588
C: -6.902 2.283 -1.076
N: -6.711 3.611 -0.529
C: -7.244 3.911 0.786
C: -6.049 4.583 -1.209
O: -5.854 5.718 -0.807
H: -7.973 2.078 -1.152
H: -6.438 1.552 -0.410
H: -6.451 2.200 -2.066
H: -7.953 4.739 0.704
H: -6.426 4.215 1.442
H: -7.745 3.040 1.205
H: -5.686 4.249 -2.195
C: -4.739 3.921 6.062
N: -5.739 3.596 5.065
C: -6.953 4.387 5.003
C: -5.575 2.571 4.184
O: -6.375 2.249 3.327
H: -5.184 3.833 7.056
H: -4.398 4.948 5.905
H: -3.884 3.247 5.992
H: -7.815 3.734 5.159
H: -7.034 4.843 4.013
H: -6.940 5.166 5.765
H: -4.621 2.036 4.317
C: 3.476 -5.298 5.603
N: 3.649 -5.705 6.986
C: 2.475 -6.014 7.779
C: 4.878 -5.805 7.563
O: 5.091 -6.139 8.714
H: 2.867 -4.392 5.570
H: 2.969 -6.097 5.057
H: 4.440 -5.099 5.132
H: 2.442 -5.348 8.645
H: 2.543 -7.045 8.133
H: 1.570 -5.888 7.184
H: 5.700 -5.549 6.875
C: -3.782 8.736 -3.208
N: -3.304 7.504 -3.802
C: -2.164 7.551 -4.697
C: -3.890 6.305 -3.545
O: -3.538 5.232 -4.011
H: -4.076 9.423 -4.005
H: -2.977 9.183 -2.618
H: -4.640 8.550 -2.560
H: -2.459 7.162 -5.674
H: -1.366 6.922 -4.297
H: -1.805 8.575 -4.805
H: -4.744 6.381 -2.854
C: -7.192 11.087 -8.250
N: -6.385 10.641 -7.132
C: -6.979 10.592 -5.810
C: -5.086 10.265 -7.283
O: -4.358 9.882 -6.388
H: -7.536 12.107 -8.058
H: -8.056 10.425 -8.353
H: -6.618 11.072 -9.177
H: -6.412 11.241 -5.138
H: -6.930 9.569 -5.432
H: -8.018 10.920 -5.846
H: -4.733 10.338 -8.325
C: 6.157 -0.773 7.412
N: 4.887 -1.350 7.021
C: 4.340 -2.443 7.802
C: 4.189 -0.900 5.944
O: 3.120 -1.344 5.567
H: 6.926 -1.550 7.386
H: 6.073 -0.379 8.428
H: 6.443 0.035 6.738
H: 4.212 -3.312 7.156
H: 3.363 -2.150 8.193
H: 5.005 -2.695 8.628
H: 4.690 -0.070 5.420

Forces on the atoms, in the same order (eV/Å):
C -0.54 -0.55 -0.32
C -1.33 -0.20 0.59
O -0.45 0.64 -1.29
C 1.03 0.53 -0.21
C -1.00 -0.32 0.72
O -0.96 0.44 -1.28
C 0.90 -0.34 0.56
C 1.18 -0.29 0.20
O -0.74 0.61 0.00
C -0.95 -0.13 1.04
C 3.41 -0.28 0.76
C 0.68 2.71 -0.71
C 2.10 -2.31 -2.69
C -0.28 1.43 2.10
O -4.20 0.84 3.59
O -3.25 0.01 -0.17
S -1.62 -4.14 0.69
O 1.96 2.63 -3.23
O 1.13 4.17 1.84
O 0.98 -1.45 0.77
C -0.40 -2.33 0.31
B -0.37 1.17 -2.69
O 0.82 1.61 2.26
O -1.04 -1.51 1.73
C -0.67 1.12 0.12
C -1.43 -0.85 0.30
F 2.56 0.23 0.35
F 0.17 1.63 -2.54
C -0.56 1.48 2.64
F -0.26 -0.07 -2.75
F -2.38 -0.96 0.81
F 2.91 -1.45 -0.02
H 0.64 0.47 -1.50
H 1.42 -0.02 0.68
H -0.38 -1.24 0.50
H 0.76 1.25 -0.78
H 0.43 0.09 1.29
H 0.77 -1.25 0.38
H -1.26 -0.73 -0.99
H 0.94 -0.57 1.13
H -0.12 1.53 -0.43
H 0.32 -1.08 0.60
H -1.63 -0.52 0.03
H -1.60 0.64 -0.10
H 0.36 1.26 -0.79
H 0.40 0.93 -1.16
H -0.14 -1.16 -0.41
H -1.41 0.89 0.44
H 0.20 0.28 1.32
H 0.86 -1.51 -2.08
H -1.09 -1.16 -1.21
H 1.42 -0.24 0.15
H 0.51 -0.48 -0.21
H 0.14 -0.82 1.32
H 1.22 0.54 -0.90
H -0.22 -1.42 -1.08
C -0.27 0.04 -0.12
N 0.39 -0.74 -0.25
C 0.09 -0.24 -0.44
C -0.18 0.58 0.37
O -0.01 0.04 0.14
H 0.18 0.06 0.05
H 0.10 -0.04 0.16
H -0.09 0.02 -0.05
H -0.05 0.13 0.00
H -0.05 -0.28 0.56
H 0.09 -0.10 -0.02
H 0.11 0.05 0.10
C -0.17 -0.22 0.10
N -0.16 0.38 -0.54
C -0.24 0.01 -0.23
C 0.23 -0.12 0.29
O 0.06 -0.07 0.26
H 0.11 0.16 0.06
H 0.19 0.04 -0.04
H -0.09 -0.09 0.01
H -0.06 -0.03 0.16
H 0.03 -0.16 0.06
H -0.01 0.10 -0.11
H 0.07 0.01 0.04
C -0.03 0.09 0.21
N 0.40 0.49 -0.54
C 0.03 0.30 -0.06
C -0.24 -0.50 0.13
O -0.09 -0.07 0.14
H 0.07 -0.16 -0.06
H -0.09 -0.10 -0.12
H -0.01 0.09 0.08
H 0.03 -0.02 0.12
H -0.18 -0.05 0.09
H 0.17 0.05 -0.06
H 0.00 -0.07 -0.01
C -0.26 0.11 -0.08
N 0.29 -0.54 -0.33
C -0.08 -0.20 -0.24
C -0.02 0.27 0.28
O -0.05 0.15 0.16
H 0.19 0.05 0.05
H 0.11 -0.05 0.16
H -0.11 0.02 -0.06
H -0.05 0.16 -0.04
H -0.14 0.05 0.10
H 0.09 -0.11 -0.05
H 0.04 0.05 0.07
C -0.23 0.01 0.20
N 0.82 -0.10 0.07
C 0.20 -0.05 0.20
C -0.47 -0.10 -0.17
O -0.17 0.07 -0.05
H 0.01 -0.07 -0.24
H 0.01 0.15 -0.15
H -0.02 -0.04 0.10
H -0.13 -0.12 0.02
H -0.13 0.08 0.08
H 0.16 0.04 -0.03
H -0.04 0.03 -0.11
C 0.10 0.08 -0.18
N -0.37 -0.68 0.24
C -0.03 -0.28 -0.04
C -0.10 0.72 -0.02
O -0.12 0.52 -0.49
H 0.00 0.06 0.11
H -0.13 0.10 0.05
H 0.10 -0.13 -0.04
H 0.17 0.07 0.01
H 0.04 0.05 -0.14
H -0.15 -0.07 0.04
H 0.06 0.11 0.03
C -0.05 -0.04 0.28
N 0.63 -0.13 -0.30
C 0.29 -0.11 0.09
C -0.42 0.12 -0.01
O -0.17 0.05 0.10
H -0.08 -0.03 -0.18
H -0.03 0.13 -0.15
H 0.01 -0.03 0.12
H -0.13 -0.08 0.09
H -0.07 0.10 0.12
H 0.12 -0.02 -0.09
H -0.07 0.03 -0.04
C -0.17 -0.21 0.09
N -0.17 0.44 -0.61
C -0.22 0.05 -0.16
C 0.24 -0.12 0.39
O 0.17 0.02 0.33
H 0.11 0.15 0.07
H 0.19 0.04 -0.04
H -0.10 -0.08 0.01
H -0.07 0.04 0.20
H 0.03 -0.17 0.04
H 0.00 0.07 -0.12
H 0.08 0.02 0.04

No. 3
Formula: C3H8N2OS2
Source: the Open Molecules 2025 dataset
Level of theory: wB97M-V/def2-TZVPD

Gap between HOMO and LUMO (spin up / spin down)   5.77 / 7.83 eV
ΔE to the lowest compared entry with this formula, charge and spin   566.6 kJ/mol
Spin multiplicity   1

Atoms and positions in Å:
C: -0.632 -0.947 -0.420
C: 0.922 -2.019 1.122
C: 0.674 -0.917 0.172
N: 0.965 2.378 -1.922
N: -1.599 2.704 -1.472
O: -0.019 1.901 0.254
S: -1.960 -1.683 -0.725
S: -0.202 1.732 -1.194
H: 1.057 -3.055 0.709
H: 0.026 -2.062 1.631
H: 1.731 -2.008 1.723
H: 0.802 0.075 0.634
H: 1.419 -0.755 -0.777
H: 1.138 2.246 -2.923
H: -2.362 2.718 -0.758
H: -1.801 2.955 -2.475

Forces on the atoms, in the same order (eV/Å):
C -0.54 0.57 -1.06
C -0.84 -2.80 -2.57
C 2.36 1.59 -2.74
N 0.64 -0.12 -1.07
N -0.35 -0.02 -0.73
O -0.36 -0.14 -0.24
S 0.41 0.24 0.22
S -0.81 0.93 1.23
H -0.49 0.92 -0.49
H -1.61 -0.41 1.92
H 2.63 1.15 2.23
H -0.24 -0.17 0.08
H -1.50 -0.72 2.04
H -0.44 -0.18 0.52
H 1.04 -0.27 -1.18
H 0.10 -0.56 1.82